Molecular formula: C20H15Cl8CuN6O2P
Method: DFT, ωB97M-V with the def2-TZVPD basis set

```
53
Properties=species:S:1:pos:R:3:forces:R:3
Cu -1.579840 -0.243976 -0.844991 0.35 -0.49 -0.68
C 0.394662 3.186155 2.331348 0.03 -0.01 -0.04
N -0.702994 2.675732 1.527434 -0.03 -0.07 0.09
C -1.704166 3.425657 0.967629 0.02 0.02 -0.08
C -2.538223 2.544549 0.347033 0.02 0.07 0.00
N -2.069703 1.275894 0.535560 -0.11 0.02 -0.20
C -0.961048 1.369647 1.242736 -0.17 0.57 0.98
P 0.075451 0.032853 1.918050 -0.03 -0.86 -3.18
C 2.599525 -0.825271 1.750758 0.99 -0.19 1.50
N 0.360264 -0.538364 -0.030156 0.29 1.33 2.33
C 2.304259 0.750191 -1.502185 0.31 0.83 0.62
C 2.224506 -2.041774 -1.396000 -0.42 0.30 -0.17
N 3.363458 -1.305507 2.484844 0.00 0.00 0.04
C 4.290505 -1.831952 3.427847 0.08 -0.04 -0.10
C -1.131845 -1.318272 1.725269 -0.34 -0.07 1.07
N -1.932040 -1.519619 0.698008 -0.09 -0.16 -0.30
C -2.491865 -2.751179 0.854847 -0.14 0.01 0.00
C -2.052739 -3.293158 2.025026 0.02 -0.06 -0.06
N -1.194343 -2.376567 2.573480 -0.03 0.02 -0.02
C -0.434086 -2.575970 3.792815 0.01 -0.01 -0.02
H 0.531904 4.240531 2.105479 0.00 0.00 0.00
H 0.188249 3.067611 3.394427 0.00 0.01 0.00
H 1.314075 2.658118 2.082631 0.00 0.01 0.00
H -1.720625 4.498690 1.047158 -0.01 0.00 0.00
H -3.425144 2.741650 -0.230785 0.01 -0.01 -0.01
H 2.878818 0.643301 -2.405517 -0.35 -0.43 -0.18
H 3.067819 -2.542525 -0.952389 -0.10 -0.07 0.12
H 5.179812 -1.205790 3.440304 0.00 0.00 0.02
H 3.840787 -1.844204 4.417986 -0.01 0.00 0.00
H 4.572790 -2.841999 3.139464 -0.02 -0.01 0.01
H -3.160360 -3.166983 0.121781 0.01 0.01 -0.01
H -2.256815 -4.236297 2.500188 -0.01 0.00 -0.01
H -1.079959 -3.002821 4.557217 -0.01 0.00 0.00
H 0.405009 -3.247987 3.613498 0.01 0.01 0.00
H -0.059564 -1.618127 4.145953 0.01 -0.01 0.00
Cl 1.323105 2.072083 -1.306988 -0.49 -0.47 -0.20
C -0.147322 2.072405 -2.395361 -0.08 0.33 -0.04
C -1.175776 1.188647 -2.180232 -0.27 -0.05 -0.24
C -2.235557 1.318850 -3.071311 0.05 0.00 0.09
Cl -3.586700 0.255549 -2.810547 -0.23 -0.06 -0.06
C -2.272216 2.228930 -4.115763 0.00 -0.03 0.01
Cl -3.621800 2.306857 -5.176436 0.00 0.01 0.00
C -1.190010 3.093068 -4.294319 0.00 0.02 -0.04
Cl -1.197775 4.241385 -5.575768 0.00 0.00 0.00
C -0.115512 3.015719 -3.419088 0.03 -0.04 0.00
Cl 1.225082 4.088763 -3.619819 0.01 0.02 -0.01
Cl 1.821041 -0.684901 -0.604612 0.77 -0.66 -1.22
C 1.380896 -2.581072 -2.476689 0.03 -0.26 -0.14
Cl 2.331999 -2.670465 -4.020736 0.02 -0.08 0.03
Cl 0.931088 -4.291491 -2.084561 -0.05 0.04 0.03
C 0.094214 -1.696965 -2.720965 0.10 0.23 -0.32
O 0.273683 -0.750203 -3.480131 0.00 0.04 0.03
O -0.934972 -1.989395 -2.053422 -0.17 0.24 0.36
```
Forces are in eV/Å.

## Properties
Energy above the lowest of the compared OMol25 structures with the same formula, charge and spin, eV: 14.314
HOMO (alpha / beta), eV: -7.682 / -7.669
Multiplicity: 2
Gap between HOMO and LUMO (alpha / beta), eV: 7.2 / 7.2
Total energy, hartree: -6913.0514

Molecular formula: C20H15CrN3O6
Method: DFT, ωB97M-V with the def2-TZVPD basis set

```
45
Properties=species:S:1:pos:R:3:forces:R:3
Cr 0.042003 0.582774 -0.023839 -0.16 0.12 0.00
O 2.082226 1.305421 -3.469168 -0.08 -0.06 -0.02
C 1.623791 1.146319 -2.285441 0.06 0.06 0.04
O 0.475762 0.749784 -2.002146 0.11 -0.03 0.04
C 2.568995 1.456384 -1.156091 -0.14 -0.04 -0.12
C 3.906547 1.800049 -1.202405 0.07 0.04 0.00
C 4.568909 1.950765 0.017072 -0.03 -0.01 0.03
C 3.897089 1.742077 1.226779 0.09 0.05 -0.03
C 2.558819 1.405160 1.171912 -0.16 -0.04 0.12
N 1.934527 1.288720 -0.000026 0.07 -0.06 0.04
C 1.583051 1.047735 2.273437 -0.06 -0.03 -0.03
O 1.841636 1.123192 3.524838 0.04 0.01 -0.03
O 0.454993 0.644632 1.919941 0.19 0.05 -0.03
H 1.447305 1.064180 -4.175813 0.04 0.03 0.01
H 4.416605 1.935285 -2.147853 0.02 0.00 0.01
H 5.619293 2.214718 0.028509 0.00 0.00 0.00
H 4.430489 1.836103 2.164783 0.02 0.00 -0.02
H 2.724295 1.450154 3.771757 -0.02 -0.01 0.01
O 0.221013 -6.691259 0.378696 0.06 0.20 -0.07
C -0.809924 -6.090073 -0.231082 -0.11 -0.33 0.32
O -1.597318 -6.690167 -0.891116 0.01 0.06 -0.12
C -0.978733 -4.601787 -0.044388 0.08 0.15 -0.11
C -2.272705 -4.130379 0.178911 -0.04 -0.02 -0.01
C -2.534670 -2.775310 0.227371 -0.05 -0.03 0.04
C -1.489683 -1.889200 0.001963 -0.06 0.15 0.00
C -0.198563 -2.351660 -0.223417 0.09 0.04 0.00
C 0.072799 -3.709139 -0.230983 -0.04 -0.05 0.04
N -1.635442 -0.475903 -0.012070 0.06 -0.12 -0.05
C -2.719470 0.202991 -0.004885 -0.07 0.14 0.01
C -2.563996 1.660844 0.007681 0.12 -0.18 0.01
C -3.610115 2.549918 0.030382 -0.09 0.08 0.00
C -3.329346 3.917701 0.050431 -0.05 -0.02 0.00
C -2.012214 4.339833 0.048643 0.02 0.04 0.00
C -0.999877 3.393092 0.025472 -0.03 -0.10 -0.01
N -1.266759 2.083342 0.004053 0.03 -0.03 -0.01
H 0.654527 -6.122172 1.028369 -0.01 -0.06 -0.04
H -3.077470 -4.844111 0.298441 0.01 -0.02 -0.01
H -3.540863 -2.433919 0.432108 0.01 0.00 0.00
H 0.625466 -1.662761 -0.463219 0.00 0.00 -0.01
H 1.073126 -4.071374 -0.429408 0.00 0.00 -0.01
H -3.703137 -0.256712 -0.007738 -0.01 0.03 0.00
H -4.629495 2.186244 0.035687 0.00 0.01 0.00
H -4.136743 4.638588 0.068255 0.00 0.00 0.00
H -1.758143 5.390636 0.064161 0.00 0.00 0.00
H 0.041386 3.689265 0.021449 0.01 -0.01 0.00
```
Forces are in eV/Å.

## Properties
Energy above the lowest of the compared OMol25 structures with the same formula, charge and spin, eV: 0.000
HOMO (alpha / beta), eV: -17.036 / -17.037
Multiplicity: 4
Net charge: +3
Gap between HOMO and LUMO (alpha / beta), eV: 5.3 / 5.4
Total energy, hartree: -2430.4227

Molecular formula: C20H15N2S
Method: DFT, ωB97M-V with the def2-TZVPD basis set

```
38
Properties=species:S:1:pos:R:3:forces:R:3
N 1.058362 0.471708 0.624324 0.25 -1.13 0.07
S 0.599265 -1.614571 1.994470 -0.86 0.49 -1.00
C 1.699365 -0.523320 1.240661 -1.55 2.30 0.56
C -0.773497 -0.763505 1.273096 2.16 -0.37 0.20
C 5.935359 -0.659550 1.535747 0.37 2.36 -0.62
C -4.612716 -1.661210 2.710227 1.49 0.62 -0.95
C -2.247616 3.269328 -1.874115 -0.04 -0.03 1.15
C 5.275296 0.357751 0.683068 -0.33 -2.97 2.27
C 5.228534 -1.460658 2.387737 -2.38 0.60 -0.68
C -3.530718 -1.292593 3.593040 -2.78 -1.68 -3.37
C -4.390218 -1.852796 1.322269 0.66 -0.38 1.28
C -2.991082 2.516868 -1.027010 -0.07 -3.00 1.76
C -0.903097 3.143325 -1.742073 2.28 -1.85 -0.56
C 3.897702 0.437414 0.678400 1.52 -1.82 1.06
C 3.757253 -1.382222 2.368986 3.29 0.66 -0.87
C -2.281272 -1.256535 3.101625 1.11 1.27 -1.67
C -3.088777 -1.746555 0.761625 -0.75 0.62 1.99
C -2.425837 1.459000 -0.181002 0.23 2.29 -1.59
C -0.268315 2.101811 -1.025547 0.36 0.63 -0.43
C 3.152817 -0.476503 1.516990 -0.25 0.41 -1.35
C -2.059519 -1.347277 1.669076 -1.08 0.35 -0.08
C -1.042404 1.253415 -0.206824 -0.48 1.90 -1.13
N -0.333946 0.322756 0.585972 1.17 -3.19 1.66
H 7.054305 -0.636387 1.611009 -1.21 -0.25 -0.40
H -5.642905 -1.711208 3.014920 -0.08 0.08 0.48
H -2.691125 3.968677 -2.534467 -0.30 0.57 -0.46
H 5.874690 0.890762 0.010648 0.66 0.94 -0.72
H 5.759870 -2.162277 3.005217 -0.18 -0.16 0.29
H -3.743641 -0.921830 4.518041 -0.48 0.38 2.64
H -5.264896 -2.089938 0.714642 0.45 -0.03 -0.02
H -4.051019 2.625873 -1.052186 -0.65 -0.09 0.27
H -0.297524 3.681374 -2.428656 0.69 0.60 -0.22
H 3.462717 1.054024 -0.057085 -0.91 0.63 -0.37
H 3.268599 -2.061025 3.009407 -0.96 -0.58 0.50
H -1.543150 -0.836697 3.795685 0.21 -0.35 -0.69
H -3.014552 -1.942729 -0.303193 0.61 0.39 0.14
H -3.071667 0.922954 0.459569 -0.56 -0.51 0.51
H 0.841849 1.947950 -1.150888 -1.59 0.32 0.35
```
Forces are in eV/Å.

## Properties
HOMO, eV: -12.102
Net charge: +1
Gap between HOMO and LUMO, eV: 7.8
Total energy, hartree: -1278.5185

Molecular formula: C20H16As2AuF5N2S2Se
Method: DFT, ωB97M-V with the def2-TZVPD basis set

```
49
Properties=species:S:1:pos:R:3:forces:R:3
Au -0.381498 -0.853267 -0.551299 -0.35 0.06 0.03
S -2.419916 -1.627877 -1.441612 -0.01 -0.09 -0.04
C -3.355449 -0.667350 -0.337443 0.06 0.11 0.04
S -2.376300 0.585388 0.340041 0.08 -0.15 -0.03
C -4.665966 -0.878722 -0.039501 0.00 0.02 -0.07
C -5.319138 -0.050886 0.923337 0.08 -0.16 -0.10
N -5.803182 0.613079 1.726780 -0.08 0.14 0.11
C -5.392524 -1.935851 -0.667303 0.05 0.15 0.06
N -5.962364 -2.785150 -1.191077 -0.07 -0.12 -0.05
C 0.678881 -1.166255 4.909796 -0.01 -0.04 0.06
As -0.142075 -0.594823 3.226412 -0.02 0.08 -0.11
C -1.667073 0.372282 3.978635 0.01 -0.03 0.07
C 1.046208 0.948665 2.899649 -0.06 -0.04 0.08
C 1.138431 1.980667 3.828839 -0.05 0.02 0.00
C 1.972305 3.067648 3.619079 0.00 -0.01 0.00
C 2.738755 3.137513 2.466528 -0.01 -0.02 -0.03
C 2.665495 2.118682 1.528854 0.00 0.05 0.02
C 1.824142 1.029850 1.743037 0.06 -0.08 -0.08
As 1.758690 -0.382715 0.420544 0.23 0.04 -0.11
C 3.060857 0.131042 -0.915689 0.03 0.02 0.02
C 2.636383 -1.881280 1.275711 0.03 0.00 0.03
H 0.817379 -0.326425 5.589725 0.01 -0.01 0.00
H 1.642671 -1.632965 4.708650 0.00 0.01 0.02
H 0.024721 -1.903070 5.376642 0.02 0.01 0.00
H -1.438848 0.763442 4.970174 -0.01 0.00 -0.02
H -2.512542 -0.311376 4.046835 0.01 0.02 0.01
H -1.941677 1.188177 3.315463 -0.02 0.01 -0.03
H 0.542107 1.943872 4.732897 0.00 -0.01 0.00
H 2.020500 3.859391 4.354264 0.01 0.02 0.02
H 3.391055 3.982461 2.293435 0.01 0.02 0.00
H 3.266397 2.189231 0.631006 -0.02 -0.03 0.02
H 4.058505 0.224295 -0.484909 -0.06 0.01 -0.03
H 2.755703 1.068538 -1.379112 0.01 -0.04 0.00
H 3.055002 -0.647883 -1.678128 0.03 0.04 0.03
H 3.578327 -1.545369 1.711818 -0.06 -0.05 -0.03
H 2.818160 -2.652014 0.526300 0.01 0.04 0.04
H 1.983249 -2.282003 2.049121 0.04 0.00 -0.03
F 0.054626 -1.807909 -8.020714 0.00 0.01 0.01
C -0.216545 -1.139316 -6.908436 0.00 0.02 0.07
C 0.568063 -1.329920 -5.779157 -0.13 0.09 -0.01
F 1.585911 -2.187080 -5.816856 0.03 -0.01 0.00
C 0.277512 -0.623058 -4.628297 0.08 -0.09 -0.11
F 1.056835 -0.840724 -3.564159 0.00 0.03 -0.01
C -0.786860 0.275344 -4.557143 0.02 -0.07 0.14
Se -1.165279 1.209226 -2.974449 -0.01 0.12 0.03
C -1.562180 0.433917 -5.705230 -0.04 -0.07 -0.17
F -2.598309 1.263481 -5.716993 0.02 0.02 0.05
C -1.282854 -0.253238 -6.874049 0.09 -0.05 0.09
F -2.026307 -0.079672 -7.962014 -0.02 0.02 -0.01
```
Forces are in eV/Å.

## Properties
Energy above the lowest of the compared OMol25 structures with the same formula, charge and spin, eV: 0.000
HOMO (alpha / beta), eV: -8.387 / -8.498
Multiplicity: 3
Gap between HOMO and LUMO (alpha / beta), eV: 8.4 / 5.9
Total energy, hartree: -9185.5062